1.
{"formula": "C22H29GeN3STi", "method": "ωB97M-V/def2-TZVPD", "max_force_ha_per_bohr": 0.0446, "charge": 2, "gap_ha": 0.2478, "e_above_lowest_ev": 0.0000, "e_tot_ha": -4343.95318, "e_homo_ha": -0.5197, "elements": ["Ti", "N", "C", "C", "C", "C", "C", "C", "S", "N", "C", "C", "C", "C", "C", "C", "N", "H", "H", "H", "H", "H", "H", "H", "H", "H", "C", "C", "C", "C", "C", "C", "H", "H", "H", "H", "H", "H", "H", "H", "H", "C", "Ge", "C", "C", "C", "H", "H", "H", "H", "H", "H", "H", "H", "H", "H", "H"], "xyz": [[-0.16528, -0.22236, -0.42030], [3.73027, 1.30075, -1.30202], [4.71233, 0.35323, -0.90314], [6.00525, 0.76388, -0.60076], [6.94255, -0.22452, -0.22601], [6.59386, -1.54097, -0.05658], [5.27203, -1.89865, -0.31260], [4.34479, -0.98612, -0.72523], [2.77433, -1.45308, -1.37491], [1.81726, -0.04918, -0.94503], [2.41346, 1.11374, -1.03646], [1.59983, 2.35078, -0.90067], [2.07001, 3.65800, -0.91868], [1.16448, 4.68345, -0.69837], [-0.12826, 4.34041, -0.47334], [-0.55560, 3.02607, -0.44871], [0.30609, 2.02100, -0.67150], [4.00220, 2.25327, -1.54030], [6.33723, 1.75933, -0.82526], [7.94333, 0.06589, -0.05611], [7.30262, -2.28580, 0.22304], [5.00078, -2.94850, -0.31609], [3.10670, 3.86834, -1.14514], [1.46824, 5.73617, -0.68753], [-0.90497, 5.08767, -0.30477], [-1.53500, 2.68531, -0.21332], [-5.35389, 1.10748, -0.46644], [-4.56275, 0.84122, 0.77407], [-4.60587, 2.11183, 1.73801], [-5.01942, -0.38913, 1.59857], [-3.15681, 0.59826, 0.42687], [-1.96045, 0.39772, 0.17880], [-6.43080, 1.29487, -0.29512], [-5.25417, 0.24631, -1.14187], [-5.01117, 2.03404, -0.94683], [-5.65483, 2.28885, 2.04730], [-4.27215, 3.02044, 1.22387], [-4.05606, 2.00002, 2.64414], [-5.95503, -0.20216, 2.03777], [-4.23432, -0.58221, 2.34429], [-5.14898, -1.25995, 0.91433], [-2.55684, -3.35530, 0.51521], [-0.75654, -2.94963, -0.07741], [0.14162, -1.58063, 1.38950], [0.36514, -4.54410, 0.14757], [-0.61743, -1.72876, -1.62245], [-2.54108, -3.46172, 1.57435], [-2.87331, -4.26798, 0.00644], [-3.22032, -2.51753, 0.29511], [-0.29470, -2.09964, 2.22419], [-0.14602, -0.53865, 1.69502], [1.22667, -1.62299, 1.44928], [0.16000, -4.93957, 1.12821], [1.44320, -4.35064, 0.05930], [0.08512, -5.29013, -0.61165], [-1.57679, -1.63744, -2.13324], [0.21947, -2.08106, -2.23737]]}

=====

2.
{"formula": "C22H29N2O11S", "method": "ωB97M-V/def2-TZVPD", "max_force_ha_per_bohr": 0.0636, "charge": 1, "gap_ha": 0.3101, "e_tot_ha": -2190.82540, "e_homo_ha": -0.4724, "elements": ["O", "C", "O", "C", "C", "C", "C", "C", "C", "N", "C", "C", "N", "C", "S", "H", "H", "H", "H", "H", "H", "H", "H", "H", "H", "H", "C", "C", "C", "O", "C", "O", "O", "H", "H", "H", "H", "H", "H", "C", "C", "C", "O", "C", "O", "O", "H", "H", "H", "H", "H", "H", "C", "C", "C", "O", "C", "O", "O", "H", "H", "H", "H", "H", "H"], "xyz": [[7.38474, -1.99221, 2.88075], [7.49747, -1.54478, 1.77336], [7.99450, -2.37022, 0.77240], [7.12176, -0.04386, 1.45364], [5.56467, 0.16260, 1.59909], [4.73152, -0.44477, 0.37556], [3.22644, -0.09936, 0.69084], [2.44844, 0.88038, -0.09173], [1.04854, 1.10127, 0.30726], [0.48575, 0.44963, 1.38146], [1.18291, -0.45328, 2.16177], [2.58607, -0.76109, 1.83897], [3.24086, -1.74797, 2.70036], [2.66640, -2.83434, 2.46058], [1.84429, -4.14545, 2.04026], [7.68653, -2.09119, -0.10860], [7.51099, 0.29445, 0.45095], [7.59961, 0.60127, 2.24769], [5.33390, 1.26922, 1.59054], [5.23580, -0.25796, 2.58252], [4.86194, -1.55603, 0.28116], [5.04336, 0.02636, -0.59790], [2.90404, 1.41445, -0.96410], [0.40710, 1.82060, -0.25373], [-0.50529, 0.59802, 1.64457], [0.68852, -0.95100, 3.03307], [-4.51065, 2.03659, -1.73868], [-3.24306, 1.70210, -0.98912], [-3.34251, 0.46827, -0.14277], [-2.35529, 0.72405, 0.86718], [-2.26857, 2.08232, 0.98716], [-1.67563, 2.63690, 1.86339], [-2.93918, 2.70826, -0.01019], [-4.43617, 3.02682, -2.19117], [-4.70472, 1.30539, -2.52472], [-5.37117, 2.06309, -1.06624], [-2.39942, 1.64860, -1.68652], [-3.10928, -0.44041, -0.69552], [-4.31097, 0.34941, 0.34616], [-5.66962, -3.48736, 4.17345], [-5.14039, -3.45417, 2.75805], [-4.55988, -2.12899, 2.34985], [-4.72894, -2.15419, 0.93114], [-5.81065, -2.95202, 0.68190], [-6.34320, -3.04919, -0.37490], [-6.19586, -3.61484, 1.80723], [-6.22927, -4.40746, 4.34971], [-4.85423, -3.42797, 4.89662], [-6.35949, -2.66030, 4.35617], [-4.42684, -4.27116, 2.60647], [-3.50653, -2.03158, 2.61384], [-5.11017, -1.27115, 2.74727], [1.46111, 3.82190, -4.84643], [0.60663, 2.76399, -4.18650], [1.09449, 1.35768, -4.39887], [-0.10956, 0.60187, -4.26605], [-1.13052, 1.42663, -4.63681], [-2.25265, 1.07242, -4.82250], [-0.69468, 2.71122, -4.77206], [0.96516, 4.79320, -4.80545], [2.43245, 3.90237, -4.35471], [1.62213, 3.59589, -5.90264], [0.48493, 2.99293, -3.12065], [1.83015, 1.04983, -3.65524], [1.50124, 1.18432, -5.39853]]}

=====

3.
{"formula": "C22H29N3O6", "method": "ωB97M-V/def2-TZVPD", "max_force_ha_per_bohr": 0.0256, "gap_ha": 0.3163, "e_above_lowest_ev": 1.5297, "e_tot_ha": -1471.48532, "smiles": "CCn1cc(C(=O)N[C@H](C(=O)NCCCOC)C(C)C)c(=O)c2cc3c(cc21)OCO3", "e_homo_ha": -0.3044, "elements": ["C", "C", "N", "C", "C", "C", "O", "N", "C", "C", "O", "N", "C", "C", "C", "O", "C", "C", "C", "C", "C", "O", "C", "C", "C", "C", "C", "C", "O", "C", "O", "H", "H", "H", "H", "H", "H", "H", "H", "H", "H", "H", "H", "H", "H", "H", "H", "H", "H", "H", "H", "H", "H", "H", "H", "H", "H", "H", "H", "H"], "xyz": [[-1.58988, -3.52751, -1.68864], [-2.68040, -2.53983, -1.30266], [-2.21085, -1.19532, -0.98679], [-0.93383, -0.83750, -1.17362], [-0.40001, 0.36765, -0.82155], [1.05406, 0.53557, -1.07549], [1.68525, -0.30265, -1.72784], [1.60945, 1.61176, -0.51597], [3.02482, 1.91499, -0.55408], [3.72987, 1.01473, 0.48770], [4.19555, 1.40979, 1.53572], [3.76242, -0.27029, 0.08214], [4.06569, -1.35692, 0.98145], [2.79715, -2.06486, 1.47330], [2.10870, -2.85700, 0.35604], [0.81071, -3.31380, 0.68676], [0.77415, -4.30444, 1.68518], [3.27857, 3.41322, -0.33675], [2.79902, 4.20326, -1.55306], [2.62606, 3.94616, 0.93827], [-1.21740, 1.36822, -0.17842], [-0.80288, 2.45236, 0.24138], [-2.62980, 0.98873, -0.05804], [-3.50338, 1.94707, 0.48926], [-4.82002, 1.62126, 0.61466], [-5.29001, 0.36345, 0.20608], [-4.46722, -0.58989, -0.32610], [-3.09839, -0.27689, -0.46067], [-6.63177, 0.28841, 0.42648], [-7.00517, 1.53010, 0.99191], [-5.86704, 2.35384, 1.10098], [-2.04544, -4.50920, -1.79604], [-0.82459, -3.58420, -0.91769], [-1.13021, -3.26782, -2.63878], [-3.19277, -2.92308, -0.41416], [-3.40940, -2.46763, -2.11854], [-0.27003, -1.55611, -1.62570], [0.98714, 2.23768, -0.00460], [3.40479, 1.62271, -1.54315], [3.25273, -0.50005, -0.76837], [4.71934, -2.07168, 0.47188], [4.59865, -0.92554, 1.83229], [3.06968, -2.73395, 2.29160], [2.09890, -1.31799, 1.85768], [1.95567, -2.21939, -0.51753], [2.73933, -3.71181, 0.06620], [1.44536, -5.13624, 1.43956], [1.04551, -3.90638, 2.66782], [-0.25172, -4.66843, 1.72177], [4.36305, 3.52899, -0.23726], [1.72769, 4.07233, -1.68930], [3.30518, 3.87240, -2.45772], [2.99990, 5.26284, -1.41544], [1.54120, 3.96065, 0.85914], [2.91679, 3.33634, 1.78813], [2.96006, 4.96570, 1.11684], [-3.10240, 2.90111, 0.78808], [-4.88408, -1.53202, -0.63162], [-7.43914, 1.36188, 1.99023], [-7.75464, 2.01522, 0.34708]]}

=====

4.
{"formula": "C22H29N3O6", "method": "ωB97M-V/def2-TZVPD", "max_force_ha_per_bohr": 0.0169, "gap_ha": 0.2908, "e_above_lowest_ev": 1.3948, "e_tot_ha": -1471.49028, "smiles": "CCOC(=O)[C@@H]1CCCN(CCC(=O)Nc2c(C(=O)OC)[nH]c3cc(OC)ccc23)C1", "e_homo_ha": -0.2777, "elements": ["C", "C", "O", "C", "O", "C", "C", "C", "C", "N", "C", "C", "C", "O", "N", "C", "C", "C", "O", "O", "C", "N", "C", "C", "C", "O", "C", "C", "C", "C", "C", "H", "H", "H", "H", "H", "H", "H", "H", "H", "H", "H", "H", "H", "H", "H", "H", "H", "H", "H", "H", "H", "H", "H", "H", "H", "H", "H", "H", "H"], "xyz": [[-7.35168, 3.14715, -1.02451], [-6.80115, 2.20129, -2.08213], [-5.63971, 1.51439, -1.61274], [-5.83853, 0.42689, -0.85564], [-6.92526, -0.01981, -0.59189], [-4.52773, -0.11920, -0.35082], [-4.58589, -1.63467, -0.15714], [-3.30865, -2.13026, 0.51447], [-3.05685, -1.35910, 1.81522], [-3.02683, 0.08181, 1.63556], [-1.79689, 0.58042, 1.04803], [-0.76726, 0.86025, 2.15796], [0.61399, 1.10159, 1.58012], [1.16197, 2.18007, 1.57751], [1.13814, -0.04804, 1.06408], [2.31739, -0.30466, 0.39723], [2.53347, -1.55096, -0.19310], [1.61721, -2.65575, -0.21494], [0.50404, -2.63449, 0.29024], [2.10730, -3.73795, -0.85652], [1.24612, -4.86365, -0.90768], [3.78911, -1.56638, -0.76954], [4.38236, -0.36453, -0.56332], [5.63867, 0.07401, -0.95321], [6.01981, 1.36272, -0.60972], [7.26385, 1.73334, -1.01896], [7.72761, 3.02646, -0.71236], [5.14478, 2.19465, 0.11337], [3.89966, 1.76292, 0.50005], [3.49030, 0.46857, 0.16888], [-4.24156, 0.54838, 1.02008], [-7.68282, 2.58003, -0.15802], [-6.58462, 3.85259, -0.71389], [-8.19666, 3.69607, -1.43010], [-7.55975, 1.46223, -2.35999], [-6.47007, 2.74798, -2.96741], [-3.73583, 0.15941, -1.05139], [-4.72527, -2.12894, -1.12105], [-5.45177, -1.86868, 0.46591], [-3.39122, -3.19423, 0.73825], [-2.45948, -2.00113, -0.15963], [-2.11209, -1.67967, 2.25733], [-3.85851, -1.57927, 2.52698], [-1.37135, -0.12534, 0.32105], [-2.00257, 1.51438, 0.52120], [-1.07341, 1.73856, 2.72465], [-0.73017, 0.00617, 2.83538], [0.54503, -0.87874, 1.08190], [0.33549, -4.62159, -1.45985], [0.97075, -5.17802, 0.10122], [1.80187, -5.64826, -1.41443], [4.17770, -2.35825, -1.25095], [6.31654, -0.55389, -1.50815], [8.72816, 3.08623, -1.13823], [7.78574, 3.18839, 0.36855], [7.09702, 3.79873, -1.16385], [5.44824, 3.19555, 0.37424], [3.23457, 2.41175, 1.04570], [-4.18872, 1.63314, 0.90314], [-5.07080, 0.31343, 1.69521]]}